C27H34Br2Cl3N2O5Sn as an isolated structure, computed with wB97M-V/def2-TZVPD.

Calculated total energy in eV: -225249.60034
HOMO level in Ha: -0.1825
Energy above the lowest of the compared OMol25 structures with the same formula, charge and spin in eV: 0.001
E_LUMO in eV: 2.0
Charge: -1
Orbital gap in Ha: 0.2559

Atoms and positions in Å:
Sn (-1.150, -1.333, -0.256)
C (-1.248, -0.121, -3.733)
C (-2.039, 0.840, -2.900)
C (-2.678, 1.959, -3.480)
C (-3.420, 2.799, -2.706)
C (-3.573, 2.540, -1.326)
C (-4.354, 3.312, -0.436)
Br (-5.254, 4.877, -1.045)
C (-4.493, 2.942, 0.870)
C (-3.844, 1.798, 1.347)
Br (-4.079, 1.302, 3.158)
C (-3.007, 1.008, 0.563)
O (-2.379, -0.021, 1.017)
C (-2.904, 1.404, -0.821)
N (-2.141, 0.604, -1.611)
H (-1.237, 0.178, -4.780)
H (-1.663, -1.127, -3.648)
H (-0.221, -0.174, -3.374)
H (-2.575, 2.134, -4.543)
H (-3.912, 3.659, -3.140)
H (-5.099, 3.530, 1.545)
Cl (-2.294, -2.964, 2.471)
C (-4.048, -2.935, 2.216)
Cl (-4.528, -2.633, 0.544)
H (-4.454, -2.143, 2.834)
H (-4.431, -3.907, 2.497)
C (2.839, -0.912, -3.146)
C (2.392, -0.171, -1.887)
C (3.579, 0.574, -1.276)
C (1.762, -1.160, -0.888)
H (3.242, -0.220, -3.889)
H (2.020, -1.473, -3.600)
H (3.627, -1.630, -2.898)
H (1.621, 0.564, -2.146)
H (4.385, -0.133, -1.053)
H (3.313, 1.077, -0.345)
H (3.973, 1.323, -1.969)
H (2.595, -1.667, -0.382)
H (1.230, -1.938, -1.455)
C (-0.391, 3.155, 1.333)
C (0.596, 2.349, 0.484)
C (1.460, 3.285, -0.367)
C (1.423, 1.438, 1.373)
C (2.181, 2.013, 2.388)
C (2.942, 1.245, 3.251)
C (2.906, -0.134, 3.127)
C (2.168, -0.750, 2.124)
C (2.066, -2.266, 2.118)
C (3.427, -2.955, 2.006)
C (1.329, -2.749, 3.373)
C (1.456, 0.039, 1.189)
N (0.838, -0.581, 0.081)
H (-1.011, 3.796, 0.701)
H (0.141, 3.797, 2.042)
H (-1.043, 2.495, 1.903)
H (0.036, 1.706, -0.195)
H (2.241, 3.759, 0.232)
H (0.846, 4.074, -0.809)
H (1.950, 2.741, -1.178)
H (2.173, 3.092, 2.506)
H (3.548, 1.713, 4.017)
H (3.457, -0.749, 3.831)
H (1.459, -2.557, 1.262)
H (4.077, -2.674, 2.839)
H (3.939, -2.686, 1.080)
H (3.307, -4.040, 2.022)
H (1.910, -2.541, 4.275)
H (1.154, -3.827, 3.320)
H (0.364, -2.250, 3.472)
O (0.049, -4.047, -2.466)
Cl (-1.298, -4.353, -2.029)
O (-2.197, -3.314, -2.514)
O (-1.721, -5.626, -2.542)
O (-1.333, -4.362, -0.575)



C27H34Cl2N8O6SSc as an isolated structure, computed with wB97M-V/def2-TZVPD.

Calculated total energy in eV: -109342.04730
HOMO level in Ha: -0.1398
E_LUMO in eV: 2.3
Charge: -1
Orbital gap in Ha: 0.2256

Atoms and positions in Å:
Sc (0.261, -0.315, -0.097)
Cl (-2.411, -0.185, 7.062)
C (-2.100, -0.190, 5.339)
C (-2.654, 0.814, 4.541)
C (-2.407, 0.839, 3.193)
Cl (-3.157, 2.051, 2.211)
C (-1.554, -0.109, 2.551)
O (-1.277, -0.007, 1.309)
C (-1.088, -1.158, 3.389)
C (-0.424, -2.333, 2.833)
O (-0.228, -2.546, 1.655)
C (-1.348, -1.177, 4.765)
H (-3.284, 1.573, 4.984)
H (-0.119, -3.092, 3.583)
H (-0.958, -1.991, 5.366)
S (2.692, 0.902, -0.887)
C (3.890, 0.642, 0.259)
N (4.722, 0.466, 1.055)
C (4.487, -0.424, 4.052)
N (3.177, -0.131, 3.513)
C (2.681, 1.229, 3.380)
C (1.578, 1.037, 2.356)
O (0.810, 1.888, 1.967)
N (1.606, -0.258, 1.894)
C (2.603, -0.866, 2.533)
N (2.979, -2.117, 2.282)
H (4.676, 0.253, 4.883)
H (5.262, -0.296, 3.291)
H (4.512, -1.439, 4.453)
H (3.441, 1.894, 2.965)
H (2.295, 1.630, 4.317)
H (2.612, -2.584, 1.454)
H (3.894, -2.400, 2.583)
C (-0.984, 5.049, -4.222)
C (-0.870, 4.162, -3.006)
C (-1.074, 4.692, -1.741)
C (-0.989, 3.859, -0.625)
C (-1.193, 4.429, 0.754)
C (-0.706, 2.520, -0.809)
C (-0.424, 1.942, -2.063)
C (-0.547, 2.820, -3.166)
N (-0.032, 0.622, -2.094)
C (0.197, 0.009, -3.420)
C (0.803, -1.383, -3.248)
C (-1.141, -0.187, -4.154)
C (1.209, 0.805, -4.298)
H (-0.349, 5.933, -4.126)
H (-2.010, 5.399, -4.361)
H (-0.686, 4.518, -5.128)
H (-1.291, 5.749, -1.616)
H (-0.717, 3.811, 1.513)
H (-0.775, 5.437, 0.810)
H (-2.256, 4.502, 0.999)
H (-0.693, 1.886, 0.068)
H (-0.367, 2.476, -4.170)
H (0.179, -2.036, -2.639)
H (1.790, -1.320, -2.792)
H (0.911, -1.841, -4.235)
H (-1.787, -0.833, -3.553)
H (-0.976, -0.664, -5.125)
H (-1.669, 0.750, -4.317)
H (1.736, 1.552, -3.706)
H (0.737, 1.311, -5.143)
H (1.958, 0.127, -4.712)
O (2.083, -3.952, 0.221)
N (1.263, -3.331, -0.446)
O (0.390, -3.873, -1.097)
O (1.373, -2.048, -0.461)
C (-2.294, -4.479, -2.397)
N (-2.670, -3.698, -1.223)
C (-3.171, -4.422, -0.063)
C (-2.063, -2.547, -1.014)
N (-1.549, -1.532, -0.840)
H (-3.184, -4.967, -2.796)
H (-1.542, -5.225, -2.135)
H (-1.873, -3.816, -3.148)
H (-4.079, -4.958, -0.340)
H (-3.404, -3.715, 0.730)
H (-2.427, -5.135, 0.301)



C27H34Cl2NO4P2Pd as an isolated structure, computed with wB97M-V/def2-TZVPD.

Calculated total energy in eV: -85310.70175
HOMO level in Ha: -0.5801
Energy above the lowest of the compared OMol25 structures with the same formula, charge and spin in eV: 0.978
E_LUMO in eV: -8.1
Charge: +3
Orbital gap in Ha: 0.2841

Atoms and positions in Å:
Pd (-1.453, -0.140, -0.650)
O (-0.411, 2.168, 0.794)
N (-1.229, 1.059, 1.035)
C (-1.919, 1.174, 2.096)
C (-2.894, 0.193, 2.560)
C (-3.650, 0.589, 3.661)
C (-4.581, -0.263, 4.236)
C (-4.747, -1.534, 3.719)
C (-3.996, -1.944, 2.622)
C (-3.072, -1.096, 2.023)
P (-2.116, -1.838, 0.658)
C (-3.296, -2.928, -0.151)
C (-4.381, -2.311, -0.780)
C (-5.391, -3.080, -1.332)
C (-5.318, -4.468, -1.268)
C (-4.246, -5.083, -0.638)
C (-3.238, -4.318, -0.066)
C (-0.776, -2.748, 1.439)
C (-0.404, -2.400, 2.740)
C (0.648, -3.055, 3.360)
C (1.333, -4.059, 2.692)
C (0.971, -4.408, 1.397)
C (-0.074, -3.752, 0.768)
H (0.454, 1.817, 0.533)
H (-1.763, 2.065, 2.699)
H (-3.504, 1.580, 4.073)
H (-5.164, 0.066, 5.085)
H (-5.461, -2.215, 4.161)
H (-4.145, -2.943, 2.235)
H (-4.446, -1.228, -0.825)
H (-6.237, -2.602, -1.807)
H (-6.106, -5.069, -1.702)
H (-4.201, -6.162, -0.573)
H (-2.434, -4.811, 0.463)
H (-0.944, -1.636, 3.284)
H (0.922, -2.790, 4.372)
H (2.145, -4.579, 3.183)
H (1.497, -5.198, 0.880)
H (-0.349, -4.045, -0.234)
C (9.910, 5.992, 0.962)
C (9.479, 7.023, 0.016)
C (9.946, 7.069, -1.378)
O (8.720, 7.932, 0.486)
C (4.023, 3.345, -0.359)
O (5.086, 3.798, -0.310)
O (2.957, 2.886, -0.413)
H (10.994, 6.114, 1.084)
H (9.770, 5.000, 0.528)
H (9.422, 6.090, 1.927)
H (10.958, 7.495, -1.356)
H (9.323, 7.697, -2.014)
H (10.040, 6.066, -1.789)
H (8.482, 8.625, -0.158)
Cl (-2.423, 1.994, -1.912)
C (-1.599, 3.600, -2.009)
Cl (-0.270, 3.577, -3.144)
H (-1.238, 3.824, -1.013)
H (-2.364, 4.292, -2.341)
C (-2.944, -1.289, -3.615)
P (-1.432, -1.296, -2.632)
C (-0.217, -0.367, -3.606)
C (-0.840, -3.001, -2.678)
H (-2.714, -1.680, -4.607)
H (-3.328, -0.274, -3.715)
H (-3.702, -1.917, -3.151)
H (-0.116, -0.837, -4.586)
H (0.755, -0.379, -3.112)
H (-0.538, 0.665, -3.741)
H (-0.619, -3.262, -3.714)
H (-1.611, -3.676, -2.307)
H (0.067, -3.110, -2.086)



A 5-piece molecular cluster, C27H34F33NO5P overall, computed with wB97M-V/def2-TZVPD.

Calculated total energy in eV: -139238.38324
HOMO level in Ha: -0.4698
E_LUMO in eV: -2.3
Charge: +1
Orbital gap in Ha: 0.3851

Atoms and positions in Å:
C (-0.457, 3.720, 1.263)
C (-0.517, 3.838, -0.258)
O (0.674, 4.401, -0.747)
C (-1.617, 4.705, -0.787)
P (-3.254, 4.255, -0.225)
C (-3.906, 5.366, 1.021)
N (-4.317, 4.357, -1.517)
C (-3.380, 2.591, 0.439)
C (-3.201, 1.493, -0.607)
C (-4.167, 0.367, -0.396)
F (-1.935, 1.002, -0.486)
H (-0.481, 2.690, 1.518)
H (-1.290, 4.167, 1.766)
H (0.442, 4.134, 1.630)
H (-0.586, 2.865, -0.693)
H (1.371, 3.776, -0.555)
H (-1.420, 5.734, -0.580)
H (-1.634, 4.620, -1.854)
H (-3.497, 5.120, 1.971)
H (-4.950, 5.147, 1.075)
H (-3.752, 6.388, 0.762)
H (-4.671, 3.437, -1.733)
H (-5.132, 4.877, -1.230)
H (-2.688, 2.403, 1.231)
H (-4.355, 2.527, 0.869)
H (-3.265, 1.902, -1.598)
H (-3.628, -0.428, 0.060)
H (-4.962, 0.617, 0.272)
H (-4.595, 0.009, -1.301)
C (4.451, 0.832, 2.234)
C (5.404, -0.330, 1.914)
C (6.150, -0.260, 0.583)
F (5.284, -0.273, -0.459)
F (6.948, -1.342, 0.469)
F (4.733, -1.497, 2.006)
F (6.356, -0.326, 2.883)
O (3.076, 0.596, 1.974)
C (2.561, 0.826, 0.743)
C (1.993, -0.454, 0.136)
F (2.967, -1.361, -0.018)
F (1.473, -0.163, -1.082)
F (3.445, 1.420, -0.074)
F (1.515, 1.696, 0.892)
H (4.501, 0.961, 3.312)
H (4.791, 1.769, 1.799)
H (6.769, 0.640, 0.522)
H (1.211, -0.865, 0.779)
C (-2.114, -5.888, -2.338)
C (-2.737, -6.100, -0.949)
C (-4.230, -5.806, -0.808)
F (-4.488, -4.502, -1.067)
F (-4.609, -6.062, 0.465)
F (-2.043, -5.392, -0.030)
F (-2.586, -7.417, -0.652)
O (-1.426, -4.668, -2.528)
C (-2.103, -3.555, -2.920)
C (-1.980, -2.464, -1.861)
F (-2.520, -2.875, -0.694)
F (-2.662, -1.364, -2.266)
F (-3.391, -3.814, -3.206)
F (-1.520, -3.088, -4.043)
H (-1.344, -6.650, -2.430)
H (-2.828, -6.080, -3.137)
H (-4.817, -6.434, -1.483)
H (-0.934, -2.202, -1.695)
C (-7.601, -0.178, 4.547)
C (-9.042, -0.572, 4.188)
C (-9.258, -1.208, 2.815)
F (-8.907, -0.343, 1.832)
F (-10.565, -1.504, 2.671)
F (-9.848, 0.501, 4.330)
F (-9.426, -1.502, 5.099)
O (-7.271, 1.190, 4.367)
C (-6.852, 1.646, 3.165)
C (-7.799, 2.707, 2.616)
F (-9.014, 2.189, 2.416)
F (-7.306, 3.136, 1.415)
F (-6.658, 0.645, 2.284)
F (-5.640, 2.241, 3.352)
H (-7.512, -0.336, 5.619)
H (-6.870, -0.836, 4.080)
H (-8.674, -2.128, 2.714)
H (-7.869, 3.551, 3.303)
C (9.803, -1.964, -1.968)
C (9.711, -0.434, -1.853)
C (9.608, 0.352, -3.159)
F (10.709, 0.174, -3.914)
F (9.504, 1.673, -2.865)
F (10.738, 0.028, -1.115)
F (8.561, -0.167, -1.163)
O (11.094, -2.518, -1.866)
C (11.881, -2.631, -2.978)
C (13.162, -1.816, -2.816)
F (12.860, -0.512, -2.660)
F (13.911, -1.954, -3.930)
F (11.217, -2.289, -4.097)
F (12.236, -3.926, -3.095)
H (9.273, -2.350, -1.100)
H (9.270, -2.337, -2.841)
H (8.724, 0.049, -3.727)
H (13.726, -2.164, -1.948)



A 2-piece molecular cluster, C27H34F4N2O6 overall, computed with wB97M-V/def2-TZVPD.

Calculated total energy in eV: -54684.87462
HOMO level in Ha: -0.3269
Energy above the lowest of the compared OMol25 structures with the same formula, charge and spin in eV: 0.000
SMILES string: CCN(CCC1=C(CCCCN(C)C(C)=O)C(=O)c2cc(F)ccc2C1=O)C(C)=O.CCOC(=O)C(F)(F)F
E_LUMO in eV: -0.6
Orbital gap in Ha: 0.3053

Atoms and positions in Å:
C (-4.304, -0.771, 1.130)
C (-4.207, -1.529, -0.232)
N (-2.798, -1.516, -0.698)
C (-2.694, -1.210, -2.141)
C (-2.771, 0.311, -2.488)
C (-2.733, 1.261, -1.309)
C (-1.739, 1.350, -0.423)
C (-0.486, 0.505, -0.497)
C (0.766, 1.453, -0.565)
C (1.348, 1.828, 0.822)
C (2.864, 2.168, 0.778)
N (3.502, 2.103, 2.112)
C (2.734, 2.821, 3.134)
C (3.787, 0.769, 2.484)
C (4.914, 0.582, 3.516)
O (3.244, -0.215, 2.027)
C (-1.859, 2.346, 0.711)
O (-1.498, 2.122, 1.845)
C (-2.523, 3.657, 0.313)
C (-2.076, 4.836, 0.852)
C (-2.705, 5.992, 0.429)
F (-2.295, 7.152, 0.957)
C (-3.718, 5.941, -0.491)
C (-4.155, 4.744, -1.023)
C (-3.547, 3.575, -0.619)
C (-3.910, 2.205, -1.161)
O (-5.054, 1.893, -1.414)
C (-2.179, -2.822, -0.525)
C (-0.996, -3.027, 0.408)
O (-2.584, -3.780, -1.150)
H (-3.386, -0.226, 1.361)
H (-5.171, -0.096, 1.114)
H (-4.494, -1.465, 1.961)
H (-4.902, -1.134, -0.978)
H (-4.468, -2.571, -0.002)
H (-3.460, -1.792, -2.679)
H (-1.737, -1.611, -2.503)
H (-3.740, 0.461, -2.984)
H (-2.016, 0.558, -3.246)
H (-0.390, -0.162, 0.365)
H (-0.438, -0.085, -1.416)
H (0.533, 2.345, -1.164)
H (1.548, 0.903, -1.110)
H (1.119, 1.009, 1.508)
H (0.838, 2.744, 1.144)
H (3.387, 1.526, 0.063)
H (2.925, 3.222, 0.470)
H (2.213, 3.692, 2.725)
H (3.385, 3.197, 3.936)
H (1.972, 2.186, 3.614)
H (5.274, -0.444, 3.411)
H (4.487, 0.712, 4.518)
H (5.721, 1.294, 3.318)
H (-1.261, 4.798, 1.570)
H (-4.158, 6.897, -0.770)
H (-4.946, 4.739, -1.768)
H (-0.123, -3.261, -0.217)
H (-0.794, -2.178, 1.067)
H (-1.147, -3.920, 1.025)
C (4.955, -5.787, -0.335)
C (4.883, -4.381, -0.893)
O (4.000, -4.308, -2.030)
C (2.702, -4.325, -1.759)
O (2.218, -4.394, -0.668)
C (1.889, -4.210, -3.053)
F (2.311, -5.073, -3.985)
F (1.991, -2.976, -3.573)
F (0.598, -4.448, -2.841)
H (5.248, -6.491, -1.115)
H (5.677, -5.838, 0.480)
H (3.987, -6.114, 0.044)
H (5.864, -4.078, -1.253)
H (4.579, -3.659, -0.134)



One molecule with the formula C27H34FN5O3, computed with wB97M-V/def2-TZVPD.

Calculated total energy in eV: -44864.26358
HOMO level in Ha: -0.2912
Energy above the lowest of the compared OMol25 structures with the same formula, charge and spin in eV: 0.148
SMILES string: O=C(CCCCCn1c(=O)[nH]c2ccccc2c1=O)NCCCN1CCN(c2ccccc2F)CC1
E_LUMO in eV: 0.2
Orbital gap in Ha: 0.2999

Atoms and positions in Å:
O (-5.652, -0.482, 0.059)
C (-4.556, -0.288, -0.432)
C (-3.830, -1.340, -1.253)
C (-3.998, -2.735, -0.648)
C (-3.291, -2.915, 0.697)
C (-1.809, -2.539, 0.698)
C (-0.990, -3.347, -0.309)
N (0.356, -2.804, -0.471)
C (0.506, -1.806, -1.410)
O (-0.426, -1.345, -2.036)
N (1.782, -1.354, -1.607)
C (2.878, -1.766, -0.890)
C (4.146, -1.239, -1.127)
C (5.217, -1.675, -0.375)
C (5.043, -2.634, 0.618)
C (3.792, -3.161, 0.855)
C (2.698, -2.734, 0.102)
C (1.366, -3.300, 0.346)
O (1.130, -4.143, 1.183)
N (-3.919, 0.900, -0.335)
C (-4.543, 2.052, 0.271)
C (-3.647, 2.736, 1.302)
C (-2.417, 3.389, 0.667)
N (-1.442, 2.410, 0.207)
C (-0.571, 2.939, -0.833)
C (0.358, 1.826, -1.324)
N (1.168, 1.289, -0.249)
C (2.446, 1.722, 0.039)
C (3.243, 0.990, 0.936)
C (4.553, 1.323, 1.208)
C (5.151, 2.406, 0.586)
C (4.403, 3.152, -0.304)
C (3.087, 2.818, -0.558)
F (2.427, 3.638, -1.424)
C (0.301, 0.798, 0.800)
C (-0.628, 1.906, 1.300)
H (-2.781, -1.086, -1.399)
H (-4.307, -1.335, -2.238)
H (-5.065, -2.905, -0.491)
H (-3.644, -3.482, -1.362)
H (-3.796, -2.293, 1.438)
H (-3.398, -3.956, 1.010)
H (-1.396, -2.698, 1.696)
H (-1.716, -1.478, 0.463)
H (-1.460, -3.318, -1.291)
H (-0.885, -4.379, 0.029)
H (1.888, -0.614, -2.288)
H (4.277, -0.488, -1.891)
H (6.197, -1.263, -0.559)
H (5.889, -2.965, 1.200)
H (3.624, -3.908, 1.616)
H (-2.976, 1.033, -0.674)
H (-5.461, 1.693, 0.743)
H (-4.813, 2.775, -0.510)
H (-3.347, 2.009, 2.056)
H (-4.229, 3.514, 1.799)
H (-2.743, 3.972, -0.198)
H (-1.959, 4.090, 1.387)
H (0.031, 3.788, -0.467)
H (-1.186, 3.287, -1.666)
H (-0.257, 1.001, -1.701)
H (0.980, 2.185, -2.140)
H (2.828, 0.119, 1.417)
H (5.113, 0.720, 1.906)
H (6.176, 2.669, 0.792)
H (4.815, 4.013, -0.806)
H (0.876, 0.407, 1.637)
H (-0.308, -0.008, 0.383)
H (-1.280, 1.499, 2.074)
H (-0.018, 2.713, 1.749)